(1)
{
  "formula": "C6H10O",
  "method": "ωB97M-V with the def2-TZVPD basis set",
  "elements": ["C", "C", "C", "C", "O", "C", "C", "H", "H", "H", "H", "H", "H", "H", "H", "H", "H"],
  "positions_angstrom": [[-1.40, -0.65, -0.62], [0.12, -0.65, -0.66], [0.85, 0.60, -1.23], [1.69, 0.68, 0.04], [1.04, 1.53, 1.03], [0.37, 0.55, 1.63], [0.94, -0.50, 0.67], [-1.78, -1.50, -0.05], [-1.80, -0.73, -1.64], [-1.79, 0.26, -0.17], [0.48, -1.55, -1.18], [1.42, 0.42, -2.15], [0.22, 1.49, -1.38], [2.77, 0.85, 0.01], [-2.63, 0.23, 2.28], [-1.90, 0.38, 2.32], [1.38, -1.40, 1.10]],
  "lowdin_charge": [-0.08, -0.30, -0.07, -0.23, -0.03, 0.03, -0.20, 0.08, 0.08, 0.06, 0.14, 0.11, 0.12, 0.15, 0.03, -0.02, 0.14],
  "lumo_energy_ev": 0.860,
  "max_force_ev_per_a": 0.3,
  "de_lowest_kj_mol": 448.52,
  "charge": 0,
  "e_tot_ev": -8426.5918
}


(2)
{
  "formula": "C6H10O",
  "method": "ωB97M-V with the def2-TZVPD basis set",
  "elements": ["C", "C", "C", "C", "C", "C", "O", "H", "H", "H", "H", "H", "H", "H", "H", "H", "H"],
  "positions_angstrom": [[2.08, 0.19, 0.15], [0.55, 0.14, 0.11], [-0.23, -1.19, 0.14], [-0.73, -0.78, -1.15], [-2.08, -0.49, -0.66], [-0.11, 1.19, 1.00], [0.17, 0.31, -1.29], [2.38, 1.17, -0.26], [2.54, -0.57, -0.50], [2.50, 0.11, 1.16], [-1.09, 0.82, 1.29], [-0.06, -2.10, 0.70], [-0.83, -1.54, -1.93], [-2.45, 0.07, 0.18], [-2.88, -0.80, -1.34], [-0.23, 2.14, 0.48], [0.47, 1.33, 1.92]],
  "lowdin_charge": [-0.01, -0.51, 0.07, -0.45, 0.10, -0.02, -0.03, 0.09, 0.08, 0.08, 0.06, 0.11, 0.15, 0.04, 0.06, 0.10, 0.08],
  "lumo_energy_ev": [0.428, 0.275],
  "max_force_ev_per_a": 1.2,
  "de_lowest_kj_mol": 446.22,
  "charge": 0,
  "e_tot_ev": -8426.6156
}


(3)
{
  "formula": "C6H10O",
  "method": "ωB97M-V with the def2-TZVPD basis set",
  "elements": ["C", "C", "O", "C", "C", "C", "C", "H", "H", "H", "H", "H", "H", "H", "H", "H", "H"],
  "positions_angstrom": [[0.93, 1.39, 0.91], [0.31, 1.13, -0.44], [1.07, 0.14, -1.16], [0.27, -1.02, -1.38], [-0.90, -0.96, -0.41], [-0.46, -0.96, 1.01], [-0.98, 0.47, -0.12], [0.64, 0.25, 1.31], [0.25, 1.93, 1.58], [1.86, 2.00, 0.83], [0.21, 2.04, -1.05], [-0.11, -1.03, -2.41], [0.91, -1.90, -1.23], [-1.78, -1.53, -0.65], [0.41, -1.62, 1.21], [-1.20, -1.07, 1.79], [-1.87, 1.07, 0.09]],
  "lowdin_charge": [-0.06, -0.41, -0.09, -0.15, -0.33, -0.05, -0.03, 0.09, 0.07, 0.08, 0.15, 0.12, 0.13, 0.14, 0.12, 0.08, 0.14],
  "lumo_energy_ev": 0.973,
  "max_force_ev_per_a": 3.7,
  "de_lowest_kj_mol": 368.42,
  "charge": 0,
  "e_tot_ev": -8427.4219
}


(4)
{
  "formula": "C6H10O",
  "method": "ωB97M-V with the def2-TZVPD basis set",
  "elements": ["C", "C", "C", "C", "O", "C", "C", "H", "H", "H", "H", "H", "H", "H", "H", "H", "H"],
  "positions_angstrom": [[-1.17, 0.50, -0.56], [-0.69, -0.78, -0.05], [0.37, -0.01, -0.85], [1.38, -0.23, 0.31], [1.77, 0.89, 1.09], [0.52, 0.78, 1.80], [0.20, -0.62, 1.19], [-1.97, 0.36, -1.31], [-1.09, -0.22, -2.97], [-1.34, 1.41, -0.01], [-1.16, -1.72, -0.31], [-0.46, -0.61, -2.95], [0.70, 0.26, -1.83], [2.21, -0.94, 0.13], [-0.15, 1.61, 1.54], [0.70, 0.77, 2.88], [0.17, -1.45, 1.88]],
  "lowdin_charge": [-0.08, -0.21, -0.13, -0.26, -0.07, -0.12, -0.15, 0.08, 0.07, 0.08, 0.14, 0.07, 0.07, 0.16, 0.11, 0.12, 0.14],
  "lumo_energy_ev": 1.122,
  "max_force_ev_per_a": 1.3,
  "de_lowest_kj_mol": 480.49,
  "charge": 0,
  "e_tot_ev": -8426.2605
}


(5)
{
  "formula": "C6H10O",
  "method": "ωB97M-V with the def2-TZVPD basis set",
  "elements": ["C", "C", "O", "C", "C", "C", "C", "H", "H", "H", "H", "H", "H", "H", "H", "H", "H"],
  "positions_angstrom": [[0.30, 2.01, -0.73], [0.70, 0.69, -0.15], [-0.02, 1.00, 1.76], [-0.57, -0.13, 1.40], [-1.44, -0.36, 0.21], [0.00, -0.54, -0.19], [0.67, -1.87, -0.42], [0.73, 2.06, -1.73], [-0.78, 2.12, -0.81], [0.70, 2.83, -0.13], [1.77, 0.61, 0.05], [-0.61, -0.95, 2.14], [-2.02, -1.28, 0.24], [-1.99, 0.48, -0.20], [0.56, -2.21, -1.46], [1.74, -1.81, -0.20], [0.24, -2.65, 0.22]],
  "lowdin_charge": [-0.05, -0.05, -0.12, -0.31, -0.07, -0.37, -0.05, 0.10, 0.08, 0.09, 0.14, 0.14, 0.11, 0.11, 0.08, 0.08, 0.08],
  "lumo_energy_ev": 0.156,
  "max_force_ev_per_a": 0.3,
  "de_lowest_kj_mol": 352.18,
  "charge": 0,
  "e_tot_ev": -8427.5903
}


(6)
{
  "formula": "C6H10O",
  "method": "ωB97M-V with the def2-TZVPD basis set",
  "elements": ["C", "C", "C", "C", "C", "C", "O", "H", "H", "H", "H", "H", "H", "H", "H", "H", "H"],
  "positions_angstrom": [[1.19, 0.73, 0.39], [1.04, 0.45, -1.25], [0.32, -0.77, -1.80], [-0.29, 0.72, 0.58], [-0.73, -0.39, 1.50], [-1.97, -0.42, 1.97], [-1.05, 1.60, 0.22], [1.72, -0.12, 0.81], [1.60, 1.72, 0.60], [0.65, 1.36, -1.70], [2.08, 0.38, -1.56], [0.00, -1.14, 1.78], [0.50, -0.86, -2.87], [0.68, -1.69, -1.33], [-0.75, -0.69, -1.64], [-2.31, -1.18, 2.65], [-2.69, 0.32, 1.64]],
  "lowdin_charge": [-0.07, -0.22, -0.11, -0.49, -0.10, 0.05, 0.06, 0.10, 0.12, 0.10, 0.09, 0.10, 0.07, 0.07, 0.07, 0.06, 0.07],
  "lumo_energy_ev": 0.449,
  "max_force_ev_per_a": 3.7,
  "de_lowest_kj_mol": 97.68,
  "charge": 0,
  "e_tot_ev": -8430.2279
}


(7)
{
  "formula": "C6H10O",
  "method": "ωB97M-V with the def2-TZVPD basis set",
  "elements": ["C", "C", "C", "C", "C", "C", "O", "H", "H", "H", "H", "H", "H", "H", "H", "H", "H"],
  "positions_angstrom": [[-1.31, -1.87, -0.88], [-0.61, -0.63, -0.44], [-1.15, 0.59, -0.18], [-0.14, 1.62, -0.07], [1.13, 0.86, 0.16], [0.89, -0.60, -0.29], [1.38, -1.64, 0.53], [-0.86, -2.74, -0.38], [-1.16, -2.01, -1.95], [-2.38, -1.83, -0.68], [-2.22, 0.80, -0.21], [0.45, 3.92, 1.94], [0.24, 3.52, 1.35], [2.00, 1.33, -0.32], [1.33, 0.91, 1.24], [1.37, -0.76, -1.26], [1.04, -1.48, 1.43]],
  "lowdin_charge": [-0.03, -0.21, -0.10, 0.02, -0.19, -0.36, -0.02, 0.09, 0.10, 0.08, 0.10, 0.02, -0.02, 0.11, 0.13, 0.16, 0.10],
  "lumo_energy_ev": -0.426,
  "max_force_ev_per_a": 0.4,
  "de_lowest_kj_mol": 392.26,
  "charge": 0,
  "e_tot_ev": -8427.1749
}


(8)
{
  "formula": "C6H10O",
  "method": "ωB97M-V with the def2-TZVPD basis set",
  "elements": ["C", "C", "C", "C", "C", "O", "C", "H", "H", "H", "H", "H", "H", "H", "H", "H", "H"],
  "positions_angstrom": [[1.01, -1.32, -0.72], [-0.44, -1.00, -0.39], [-0.61, -0.43, 1.05], [-0.52, 0.95, 0.43], [-0.07, 2.12, 0.86], [1.88, -0.23, -0.53], [-0.88, 0.39, -0.93], [1.82, 0.06, 0.39], [1.34, -2.20, -0.14], [1.11, -1.58, -1.78], [-1.08, -1.86, -0.65], [-1.62, -0.62, 1.43], [0.11, -0.74, 1.81], [0.01, 2.98, 0.19], [0.25, 2.27, 1.89], [-0.36, 0.77, -1.81], [-1.96, 0.43, -1.10]],
  "lowdin_charge": [-0.24, -0.27, -0.10, -0.32, 0.05, -0.06, -0.09, 0.08, 0.12, 0.12, 0.14, 0.12, 0.12, 0.06, 0.06, 0.12, 0.12],
  "lumo_energy_ev": 0.954,
  "max_force_ev_per_a": 0.4,
  "de_lowest_kj_mol": 117.94,
  "charge": 0,
  "e_tot_ev": -8430.0180
}


(9)
{
  "formula": "C6H10O",
  "method": "ωB97M-V with the def2-TZVPD basis set",
  "elements": ["C", "C", "C", "C", "C", "C", "O", "H", "H", "H", "H", "H", "H", "H", "H", "H", "H"],
  "positions_angstrom": [[-2.16, -0.16, 0.12], [-1.24, 1.03, 0.09], [-0.47, 1.43, 1.09], [1.45, -0.48, -1.00], [0.80, -1.62, -0.78], [2.41, 0.04, 0.01], [3.12, 1.00, -0.16], [-3.21, 0.15, 0.04], [-2.04, -0.72, 1.06], [-1.95, -0.84, -0.71], [-1.21, 1.58, -0.85], [0.19, 2.29, 1.01], [-0.47, 0.90, 2.04], [1.33, 0.12, -1.90], [0.11, -2.05, -1.49], [0.94, -2.16, 0.16], [2.44, -0.55, 0.95]],
  "lowdin_charge": [-0.12, -0.26, -0.03, -0.15, 0.02, -0.30, 0.04, 0.07, 0.07, 0.06, 0.10, 0.06, 0.06, 0.11, 0.06, 0.07, 0.12],
  "lumo_energy_ev": 0.369,
  "max_force_ev_per_a": 0.5,
  "de_lowest_kj_mol": 141.27,
  "charge": 0,
  "e_tot_ev": -8429.7762
}


(10)
{
  "formula": "C6H10O",
  "method": "ωB97M-V with the def2-TZVPD basis set",
  "elements": ["O", "C", "C", "C", "C", "C", "C", "H", "H", "H", "H", "H", "H", "H", "H", "H", "H"],
  "positions_angstrom": [[1.64, -0.60, 1.31], [1.30, -0.41, -0.07], [0.03, -1.19, -0.40], [-1.17, -0.58, 0.33], [-1.39, 0.89, -0.06], [-0.10, 1.63, -0.30], [1.10, 1.06, -0.31], [1.62, -1.55, 1.47], [2.13, -0.77, -0.70], [0.16, -2.24, -0.10], [-0.13, -1.18, -1.49], [-0.97, -0.64, 1.41], [-2.08, -1.16, 0.13], [-2.01, 0.96, -0.96], [-1.95, 1.40, 0.73], [-0.19, 2.70, -0.50], [1.99, 1.66, -0.50]],
  "lowdin_charge": [-0.04, -0.39, -0.16, -0.20, -0.19, -0.09, -0.05, 0.09, 0.14, 0.11, 0.12, 0.11, 0.11, 0.11, 0.11, 0.10, 0.10],
  "lumo_energy_ev": 0.986,
  "max_force_ev_per_a": 0.4,
  "de_lowest_kj_mol": 8.27,
  "charge": 0,
  "e_tot_ev": -8431.1546
}


(11)
{
  "formula": "C6H10O",
  "method": "ωB97M-V with the def2-TZVPD basis set",
  "elements": ["C", "C", "O", "C", "C", "C", "C", "H", "H", "H", "H", "H", "H", "H", "H", "H", "H"],
  "positions_angstrom": [[-1.93, -0.72, 0.03], [-0.94, -0.07, -0.86], [-0.70, 1.33, -0.62], [0.69, 1.50, -0.42], [1.22, 0.12, -0.01], [0.74, -0.26, 1.41], [0.34, -0.73, -0.85], [-0.35, -0.46, 1.39], [-1.68, -1.65, 0.53], [-2.98, -0.63, -0.25], [-1.39, -0.23, -1.86], [1.18, 1.85, -1.34], [0.82, 2.26, 0.36], [2.30, 0.02, -0.14], [0.85, 0.55, 2.13], [1.26, -1.15, 1.76], [0.55, -1.71, -1.25]],
  "lowdin_charge": [0.09, -0.47, -0.08, -0.17, -0.31, -0.05, -0.01, 0.05, 0.06, 0.05, 0.16, 0.12, 0.12, 0.14, 0.08, 0.09, 0.12],
  "lumo_energy_ev": [0.053, 0.438],
  "max_force_ev_per_a": 1.6,
  "de_lowest_kj_mol": 385.77,
  "charge": 0,
  "e_tot_ev": -8427.2421
}


(12)
{
  "formula": "C6H10O",
  "method": "ωB97M-V with the def2-TZVPD basis set",
  "elements": ["C", "C", "C", "C", "C", "C", "O", "H", "H", "H", "H", "H", "H", "H", "H", "H", "H"],
  "positions_angstrom": [[0.15, -1.13, -0.30], [-0.04, -2.51, -1.03], [-0.67, -1.26, 0.93], [-0.61, 1.25, -1.21], [0.82, 1.17, 0.78], [0.54, 0.41, -0.53], [1.05, -2.22, -0.35], [-1.43, -0.53, 1.18], [0.05, -1.30, 1.68], [-1.25, -2.37, 0.98], [-0.77, 2.20, -0.78], [-1.60, 0.80, -1.16], [-0.26, 1.08, -2.26], [1.66, 0.66, 1.29], [-0.17, 1.14, 1.24], [1.06, 2.18, 0.60], [1.48, 0.43, -1.05]],
  "lowdin_charge": [-0.47, 0.17, -0.08, -0.05, -0.09, -0.32, -0.02, 0.08, 0.06, 0.15, 0.05, 0.07, 0.09, 0.10, 0.07, 0.06, 0.11],
  "lumo_energy_ev": 0.752,
  "max_force_ev_per_a": 4.3,
  "de_lowest_kj_mol": 456.10,
  "charge": 0,
  "e_tot_ev": -8426.5132
}